No. 1
C9H14N2O3S | ωB97M-V/def2-TZVPD

**Total energy**: -1084.4740 Ha
**Highest occupied orbital energy (alpha / beta)**: -8.783 / -8.799 eV
**Energy relative to the best compared isomer or geometry (same formula, charge and spin)**: 7.748 eV
**Maximum force**: 3.5 eV/A
**HOMO-LUMO gap (alpha / beta)**: 8.1225 / 8.2014 eV

Each line ends with the natural charge from an NBO analysis.
Positions of all 29 atoms, in Å:
C  1.052  -1.421  0.288  -0.51
C  -0.138  -1.098  -0.083  0.44
C  1.119  -2.816  0.885  0.66
C  -1.315  -2.980  0.750  0.80
C  -0.703  1.305  -1.906  -0.67
C  -2.472  -1.020  -0.159  -0.40
C  0.065  -4.929  1.270  -0.42
C  1.976  2.605  -0.538  -0.80
C  -0.464  3.932  -0.892  -0.83
N  -1.269  -1.708  0.219  -0.50
N  -0.067  -3.461  1.043  -0.45
O  2.173  -3.423  0.980  -0.62
O  -2.269  -3.655  0.989  -0.61
O  -0.330  1.753  0.653  -0.94
S  0.122  2.231  -0.657  1.63
H  2.042  -0.977  0.137  0.25
H  -0.114  0.982  -2.758  0.16
H  -3.126  -1.413  -0.899  0.21
H  -3.119  -0.866  0.704  0.21
H  -2.203  -0.077  -0.386  0.24
H  -0.932  -5.297  1.246  0.24
H  0.831  -5.154  0.588  0.23
H  0.424  -4.961  2.314  0.21
H  2.071  3.282  -1.365  0.22
H  1.970  3.054  0.504  0.26
H  2.671  1.801  -0.835  0.26
H  -0.145  4.592  -0.079  0.25
H  -0.311  4.242  -1.878  0.24
H  -1.483  3.888  -0.530  0.27

Force components x, y, z for each atom (eV/Å):
2.58 -1.86 1.24
-0.04 1.54 -0.52
1.19 1.20 -1.73
1.61 0.36 0.39
0.44 0.72 1.36
-1.95 -1.23 2.23
-0.11 2.70 2.29
-1.57 -0.19 0.29
-0.44 -0.97 2.63
-2.07 -0.47 -0.83
0.16 -1.04 0.19
0.01 0.32 0.57
-2.14 0.05 -0.27
0.44 0.58 -0.25
-0.25 -0.99 -0.51
-0.75 0.04 -0.18
0.58 0.10 -0.08
0.10 -0.95 -0.95
0.02 -0.40 0.38
0.95 3.04 -1.25
-0.37 -0.84 -0.57
0.64 -1.47 -0.78
0.12 -0.71 -0.52
0.22 1.03 0.00
0.78 -0.59 -1.42
-0.64 -0.13 1.00
1.20 -0.05 -0.44
0.07 0.68 -1.32
-0.76 -0.48 -0.95

No. 2
C26H43N5O6Ti | ωB97M-V/def2-TZVPD

**Expectation value of S²**: 0.7537
**Total energy**: -2591.1593 Ha
**Highest occupied orbital energy (alpha / beta)**: -9.941 / -11.421 eV
**Energy relative to the best compared isomer or geometry (same formula, charge and spin)**: 1.550 eV
**Maximum force**: 3.1 eV/A
**Net charge**: +1
**Spin multiplicity**: 2
**HOMO-LUMO gap (alpha / beta)**: 7.2281 / 8.4069 eV

Each line ends with the Mulliken spin population.
Positions of all 81 atoms, in Å:
Ti  0.828  0.038  0.770  0.90
C  3.145  -0.852  -3.747  0.00
C  2.006  -0.355  -2.849  0.01
C  1.909  1.180  -2.909  0.00
C  0.569  1.733  -3.409  0.00
C  0.649  3.255  -3.493  0.00
C  0.191  1.154  -4.770  0.00
N  -0.491  1.405  -2.375  0.00
C  -1.923  1.463  -2.808  0.00
C  -2.547  0.071  -2.750  0.00
N  -2.341  -0.475  -1.432  0.00
C  -3.073  0.219  -0.396  0.00
C  -2.159  0.456  0.800  -0.03
O  -2.520  0.902  1.859  -0.01
O  -0.925  0.092  0.525  -0.12
C  -2.240  -1.953  -1.314  0.00
C  -3.379  -2.675  -2.046  0.00
C  -2.209  -2.447  0.155  -0.01
C  -0.934  -3.061  0.803  0.03
C  -0.810  -4.507  0.316  0.00
C  -1.201  -3.082  2.313  -0.01
N  0.342  -2.274  0.614  0.02
C  1.482  -2.905  -0.085  0.01
C  1.736  -2.292  -1.448  0.00
N  2.061  -0.850  -1.446  -0.01
C  3.388  -0.570  -0.837  0.00
C  3.264  0.006  0.576  0.02
O  3.869  0.983  0.926  0.00
O  2.402  -0.659  1.343  0.00
H  2.922  -0.587  -4.782  0.00
H  3.273  -1.932  -3.710  0.00
H  4.095  -0.385  -3.487  0.00
H  1.084  -0.783  -3.248  0.00
H  2.670  1.568  -3.587  0.00
H  2.120  1.602  -1.925  0.00
H  1.384  3.549  -4.240  0.00
H  0.945  3.683  -2.533  0.00
H  -0.312  3.684  -3.783  0.00
H  1.055  1.228  -5.430  0.00
H  -0.617  1.715  -5.237  0.00
H  -0.104  0.105  -4.722  0.00
H  -0.375  2.064  -1.578  0.00
H  -0.340  0.483  -1.941  0.01
H  -1.997  1.867  -3.814  0.00
H  -2.442  2.148  -2.139  0.00
H  -2.061  -0.579  -3.483  0.00
H  -3.602  0.162  -3.040  0.00
H  -3.978  -0.298  -0.063  0.00
H  -3.394  1.200  -0.748  0.00
H  -1.295  -2.228  -1.801  0.00
H  -4.343  -2.422  -1.597  0.00
H  -3.245  -3.754  -1.969  0.00
H  -3.422  -2.424  -3.105  0.00
H  -2.954  -3.241  0.230  0.00
H  -2.577  -1.680  0.827  0.01
H  -1.739  -5.026  0.547  0.00
H  -0.009  -5.045  0.824  0.00
H  -0.656  -4.572  -0.764  0.00
H  -2.131  -3.603  2.540  0.00
H  -1.289  -2.061  2.697  0.00
H  -0.391  -3.594  2.838  0.00
H  0.668  -2.071  1.561  0.02
H  1.324  -3.968  -0.244  0.00
H  2.372  -2.811  0.532  0.00
H  0.834  -2.422  -2.050  0.00
H  2.537  -2.874  -1.920  0.00
H  3.930  0.172  -1.417  0.00
H  3.997  -1.480  -0.790  0.00
O  -0.484  3.146  -0.395  0.02
C  0.236  2.459  0.323  0.08
O  1.085  1.599  -0.184  0.00
C  0.217  2.451  1.807  -0.01
C  -0.176  3.508  2.603  0.00
C  0.032  3.406  3.966  0.01
C  0.617  2.255  4.482  0.01
C  0.930  1.218  3.627  0.05
N  0.718  1.302  2.312  0.00
H  -0.610  4.383  2.142  0.00
H  -0.244  4.218  4.625  0.00
H  0.817  2.163  5.539  0.00
H  1.354  0.288  3.983  -0.01

Force components x, y, z for each atom (eV/Å):
-0.09 -2.96 -0.95
-0.09 -0.04 0.07
-0.06 0.24 -0.11
0.13 -0.05 0.05
0.08 0.14 -0.11
-0.03 0.04 0.10
0.03 -0.03 0.01
-0.30 -0.51 -0.48
0.03 -0.05 -0.21
0.05 0.09 -0.01
-0.19 -0.37 -0.01
0.10 -0.11 0.03
-0.26 -0.09 -0.18
-0.01 0.03 0.03
-3.00 0.50 0.21
-0.08 -0.01 -0.01
0.07 0.10 0.01
0.15 0.11 -0.08
-0.16 -0.02 -0.06
-0.02 0.05 0.02
0.04 0.00 -0.06
0.13 -0.25 0.35
0.04 0.11 -0.14
0.08 -0.03 0.05
0.10 -0.40 0.36
-0.04 0.04 0.08
1.16 -0.13 -0.25
0.11 -0.08 0.07
2.11 -0.68 0.72
0.01 0.02 0.01
-0.01 -0.04 0.01
0.00 0.01 -0.02
-0.07 -0.01 0.02
0.00 -0.01 -0.08
0.03 -0.02 -0.29
0.01 -0.05 -0.05
-0.03 -0.02 -0.07
0.01 0.02 0.02
0.02 0.01 -0.01
0.05 -0.03 -0.04
0.02 0.00 -0.01
-0.09 0.31 -0.35
-0.13 0.04 -0.21
0.04 0.05 0.10
0.12 0.05 -0.05
0.01 0.00 -0.01
-0.02 -0.06 -0.08
-0.02 0.05 0.06
-0.06 -0.07 0.07
-0.03 0.00 0.02
0.00 -0.01 0.01
-0.02 -0.01 0.00
0.00 0.03 -0.03
-0.03 0.00 0.05
-0.05 -0.05 0.01
-0.01 0.00 -0.02
0.02 -0.01 -0.03
0.01 -0.03 0.00
-0.01 0.02 -0.02
0.01 0.00 0.01
-0.01 0.00 0.01
-0.01 -0.60 0.03
0.03 0.01 0.02
-0.02 -0.01 0.04
0.02 0.03 -0.05
0.01 0.02 -0.06
-0.01 -0.04 -0.03
0.03 0.03 -0.03
-0.10 0.28 0.61
0.25 0.41 -0.31
0.09 2.50 -0.47
0.14 -0.02 0.64
-0.04 0.00 -0.32
0.07 -0.14 0.14
-0.11 0.24 0.04
-0.07 -0.19 -0.14
-0.15 1.64 1.31
0.01 0.02 0.02
0.00 0.01 0.00
0.00 -0.04 0.00
0.02 0.02 0.01

No. 3
C4H11N2O | ωB97M-V/def2-TZVPD

**Total energy**: -343.3155 Ha
**Highest occupied orbital energy (alpha / beta)**: -11.964 / -11.963 eV
**Energy relative to the best compared isomer or geometry (same formula, charge and spin)**: 6.766 eV
**Maximum force**: 4.0 eV/A
**Net charge**: +1
**HOMO-LUMO gap (alpha / beta)**: 8.2018 / 8.2008 eV

Each line ends with the natural charge from an NBO analysis.
Positions of all 18 atoms, in Å:
C  0.886  2.045  0.361  -0.78
C  -2.326  -3.247  0.239  -0.69
C  2.219  1.884  0.245  0.30
C  -1.431  -2.074  0.478  0.34
N  -0.990  0.124  -0.281  -0.59
N  2.777  2.136  -0.901  -0.65
O  -1.746  -0.986  -0.122  -0.17
H  0.268  0.968  0.162  0.38
H  0.587  2.683  -0.403  0.23
H  0.438  2.348  1.299  0.28
H  -3.032  -2.959  -0.588  0.25
H  -2.926  -3.545  1.173  0.26
H  -1.680  -4.014  -0.094  0.24
H  2.789  1.488  1.068  0.23
H  -0.539  -2.376  0.875  0.18
H  -1.493  0.868  -0.880  0.35
H  3.775  2.065  -0.936  0.42
H  2.422  2.592  -1.692  0.42

Force components x, y, z for each atom (eV/Å):
-3.57 -0.88 1.13
-2.38 1.83 0.59
1.31 -0.37 -0.54
-3.05 0.75 -2.44
0.85 1.61 -0.44
2.78 -0.67 1.44
-0.10 -1.02 0.32
0.52 0.59 0.29
-1.21 1.07 -1.38
0.35 -0.13 0.36
0.49 -0.53 0.91
1.01 0.27 -1.38
0.47 -1.21 -0.18
0.69 -0.07 -0.10
2.81 0.75 1.26
-0.04 -2.29 1.19
0.48 -0.28 -0.17
-1.40 0.59 -0.87

No. 4
C35H69FNO9P | ωB97M-V/def2-TZVPD

**Total energy**: -2548.0339 Ha
**Structure (SMILES)**: CP(O)[C@H]1CNC(=O)[C@H]1CCF.C1CCOC1.C1CCOC1.C1CCOC1.C1CCOC1.C1CCOC1.C1CCOC1.C1CCOC1
**Highest occupied orbital energy**: -8.411 eV
**Energy relative to the best compared isomer or geometry (same formula, charge and spin)**: 0.238 eV
**Maximum force**: 0.6 eV/A
**HOMO-LUMO gap**: 9.1110 eV

Each line ends with the Mulliken charge.
Positions of all 116 atoms, in Å:
C  4.974  4.673  -0.488  -0.99
P  5.084  3.585  -1.953  -0.12
O  6.070  2.396  -1.339  -0.47
C  3.445  2.677  -2.040  -0.05
C  3.415  1.492  -1.044  -1.19
N  1.985  1.380  -0.726  0.19
C  1.529  2.694  -0.568  0.05
O  0.859  3.092  0.352  -0.70
C  2.069  3.406  -1.810  2.02
C  1.980  4.937  -1.973  -0.70
C  1.421  5.735  -0.815  -0.56
F  2.216  5.637  0.330  -0.38
H  6.012  4.906  -0.235  0.38
H  4.493  5.617  -0.727  0.28
H  4.501  4.241  0.398  0.35
H  5.878  2.224  -0.409  0.32
H  3.395  2.296  -3.059  0.52
H  3.861  0.596  -1.465  0.11
H  3.920  1.736  -0.100  0.85
H  1.710  0.709  -0.019  -0.06
H  1.443  2.995  -2.604  -1.04
H  1.306  5.127  -2.813  -0.07
H  2.938  5.350  -2.288  0.53
H  1.349  6.787  -1.098  0.35
H  0.429  5.368  -0.546  0.42
C  -1.291  10.699  -1.823  -0.54
C  -1.956  9.708  -0.871  -0.58
C  -1.050  8.493  -1.010  -0.27
O  0.258  8.998  -1.289  -0.38
C  0.184  10.390  -1.607  -0.49
H  -1.537  11.740  -1.617  0.34
H  -1.576  10.479  -2.855  0.26
H  -1.923  10.090  0.151  0.28
H  -2.994  9.490  -1.120  0.35
H  -1.362  7.857  -1.846  0.22
H  -1.011  7.883  -0.107  0.27
H  0.591  10.964  -0.767  0.27
H  0.796  10.586  -2.488  0.27
C  2.704  -3.159  2.164  -0.22
C  1.639  -4.042  1.523  -0.56
C  0.644  -3.008  1.020  0.19
O  1.409  -1.843  0.692  -0.30
C  2.735  -1.970  1.212  -0.43
H  3.675  -3.641  2.266  0.44
H  2.374  -2.847  3.156  -0.20
H  2.064  -4.599  0.684  0.36
H  1.190  -4.754  2.215  0.31
H  -0.083  -2.741  1.793  0.13
H  0.094  -3.338  0.139  -0.30
H  3.426  -2.148  0.380  0.25
H  3.016  -1.035  1.702  0.31
C  -1.934  3.544  -5.153  -0.68
C  -1.481  4.129  -6.489  -0.59
C  -0.105  4.678  -6.134  -0.50
O  0.413  3.831  -5.109  -0.40
C  -0.631  2.978  -4.611  0.23
H  -2.712  2.787  -5.244  0.37
H  -2.307  4.341  -4.504  0.28
H  -1.391  3.336  -7.234  0.25
H  -2.149  4.894  -6.883  0.37
H  -0.177  5.701  -5.746  0.28
H  0.585  4.678  -6.978  0.28
H  -0.461  1.964  -4.965  0.01
H  -0.590  2.973  -3.519  0.17
C  0.888  -1.518  -2.550  -0.12
C  -0.201  -2.393  -3.176  -0.51
C  -1.201  -1.342  -3.648  -0.57
O  -0.438  -0.175  -3.962  -0.40
C  0.901  -0.330  -3.488  0.61
H  1.857  -2.010  -2.476  0.51
H  0.597  -1.198  -1.550  -0.04
H  0.202  -2.945  -4.028  0.33
H  -0.643  -3.110  -2.483  0.05
H  -1.905  -1.090  -2.847  0.30
H  -1.772  -1.647  -4.527  0.37
H  1.563  -0.498  -4.346  0.27
H  1.205  0.589  -2.986  -0.88
C  -3.398  -5.171  -1.381  -0.51
C  -3.229  -6.253  -0.316  -0.64
C  -2.198  -5.618  0.603  0.54
O  -2.414  -4.206  0.536  -0.39
C  -3.291  -3.900  -0.549  -0.18
H  -4.336  -5.236  -1.930  0.43
H  -2.577  -5.222  -2.101  0.17
H  -4.168  -6.405  0.221  0.24
H  -2.905  -7.215  -0.711  0.42
H  -1.177  -5.831  0.263  0.20
H  -2.292  -5.939  1.638  -0.52
H  -4.265  -3.608  -0.142  0.33
H  -2.885  -3.055  -1.108  0.00
C  -0.378  -2.863  7.370  -0.58
C  -0.665  -2.029  6.124  -0.63
C  0.397  -2.542  5.162  0.02
O  0.625  -3.912  5.506  -0.37
C  0.006  -4.205  6.760  -0.09
H  -1.224  -2.939  8.052  0.36
H  0.467  -2.442  7.919  0.26
H  -1.662  -2.256  5.742  0.26
H  -0.600  -0.955  6.288  0.39
H  1.337  -1.992  5.277  0.28
H  0.088  -2.486  4.117  -0.13
H  -0.879  -4.826  6.580  -0.08
H  0.705  -4.770  7.377  0.30
C  -2.871  -8.870  5.478  -0.64
C  -2.040  -7.589  5.500  -0.51
C  -2.063  -7.184  4.033  -0.25
O  -3.310  -7.643  3.507  -0.40
C  -3.932  -8.530  4.440  -0.50
H  -3.297  -9.134  6.444  0.34
H  -2.260  -9.708  5.134  0.29
H  -2.537  -6.830  6.109  0.24
H  -1.030  -7.725  5.883  0.39
H  -1.251  -7.664  3.476  0.22
H  -1.989  -6.105  3.890  0.20
H  -4.784  -8.017  4.898  0.27
H  -4.302  -9.405  3.905  0.28

Force components x, y, z for each atom (eV/Å):
0.18 -0.12 0.19
0.05 0.30 -0.45
-0.12 0.10 -0.04
-0.13 0.07 0.48
-0.61 0.20 -0.09
0.19 0.02 0.23
0.09 -0.46 -0.12
-0.30 0.03 -0.35
0.43 0.18 -0.07
-0.01 -0.13 0.11
-0.29 -0.10 -0.10
0.05 0.10 -0.15
0.00 -0.03 -0.03
-0.13 -0.03 0.03
-0.13 -0.01 -0.06
0.07 -0.12 0.01
0.27 -0.16 0.00
-0.17 -0.13 0.04
0.32 -0.02 -0.14
0.04 0.16 0.16
-0.13 -0.01 0.06
0.00 0.06 0.00
0.06 0.00 0.07
0.11 0.01 0.13
0.08 0.02 0.07
-0.03 -0.03 -0.07
0.01 0.04 0.06
0.01 -0.03 -0.07
-0.02 0.01 -0.01
0.01 0.01 0.07
0.00 0.00 0.02
0.01 0.01 0.00
0.00 -0.01 0.00
0.00 0.00 -0.02
-0.06 -0.01 0.03
0.04 0.00 0.00
-0.01 0.03 -0.02
0.02 -0.03 0.00
0.02 0.03 0.10
0.04 -0.04 -0.08
-0.09 -0.02 0.03
0.17 0.14 0.04
-0.03 -0.08 -0.06
0.00 -0.01 -0.02
0.03 0.02 0.00
-0.01 0.00 0.00
0.00 0.03 0.03
-0.05 -0.06 -0.03
-0.03 0.08 0.00
0.02 0.01 0.02
-0.02 0.01 0.00
-0.01 0.10 0.04
0.00 -0.06 -0.04
-0.01 0.05 0.05
-0.03 0.00 0.09
0.05 0.08 -0.07
0.01 -0.01 -0.02
0.00 -0.01 0.01
0.01 0.01 0.00
0.00 0.01 0.01
-0.01 0.01 -0.04
0.03 -0.01 0.02
-0.01 -0.08 0.02
0.00 -0.01 0.00
-0.15 -0.07 0.09
0.07 0.01 -0.08
0.04 0.04 0.18
-0.16 -0.13 -0.06
0.19 0.15 -0.17
0.00 -0.02 0.00
0.01 -0.05 0.01
-0.02 0.00 0.00
0.00 0.02 0.03
-0.03 -0.04 -0.01
0.03 0.02 -0.03
0.00 -0.02 0.00
-0.02 -0.01 -0.04
0.07 -0.02 -0.03
-0.10 0.04 0.01
0.13 0.00 0.00
-0.01 0.06 -0.03
-0.05 -0.04 0.04
-0.01 0.00 0.01
-0.01 0.01 0.00
0.02 -0.01 0.01
0.01 0.01 -0.01
-0.01 -0.05 -0.01
-0.04 -0.01 -0.01
-0.01 0.01 -0.04
0.02 0.02 0.03
0.06 0.04 0.02
-0.08 -0.04 -0.01
0.06 0.00 0.02
-0.01 -0.01 -0.02
-0.06 -0.02 -0.05
-0.01 0.00 -0.01
0.00 -0.01 0.00
0.01 0.01 -0.01
0.02 0.00 0.01
-0.03 0.04 -0.01
0.01 -0.02 0.00
-0.01 0.01 0.04
0.02 -0.01 -0.03
0.05 -0.05 -0.03
-0.05 0.03 0.05
0.05 -0.05 -0.02
0.01 0.01 0.01
-0.03 0.06 0.02
-0.01 0.01 0.00
-0.01 0.00 0.00
0.00 0.00 -0.01
0.01 -0.01 -0.01
0.04 0.03 0.04
-0.01 0.01 0.00
-0.01 -0.03 0.02
0.00 0.02 -0.04